Run one
Molecular formula: C2H5FO3
Method: DFT, ωB97M-V/def2-TZVPD

```
! wB97M-V def2-TZVPD RIJCOSX def2/J DEFGRID3
* xyz 0 1
C 0.124 -0.181 1.082
C 0.103 0.072 -0.470
O -0.524 -0.849 -1.196
O -0.476 1.331 -0.644
O 1.403 0.076 -0.818
F -1.048 -0.169 1.696
H 0.466 -1.240 1.187
H 0.844 0.415 1.578
H -1.404 -0.839 -0.794
H -0.976 1.478 0.190
H 1.488 -0.094 -1.810
*
```

The LUMO energy comes out at 0.67 eV. For the HOMO energy, the calculation gives -10.97 eV. The gap between HOMO and LUMO comes out at 11.63 eV. The structure (SMILES) is OC(O)(O)CF.

Results of the Löwdin charge analysis, in e, for atoms 1 through 6: C -0.152; C -0.783; O 0.111; O 0.064; O 0.072; F 0.014



Run two
Molecular formula: C2H5FO3
Method: DFT, ωB97M-V/def2-TZVPD

```
! wB97M-V def2-TZVPD RIJCOSX def2/J DEFGRID3
* xyz 0 1
C 2.130 -1.296 -0.702
C 1.510 -0.103 -0.011
O 0.968 -1.299 0.044
O -1.536 1.664 0.945
O 0.838 0.996 -0.543
F 2.276 0.305 0.988
H 2.042 -1.583 -1.729
H 3.085 -1.575 -0.220
H -1.500 2.499 1.516
H -2.424 1.354 1.069
H -0.064 1.100 -0.095
*
```

The LUMO energy comes out at 0.36 eV. For the HOMO energy, the calculation gives -10.15 eV. The gap between HOMO and LUMO comes out at 10.51 eV. The structure (SMILES) is O[C@]1(F)CO1.O.

Results of the Löwdin charge analysis, in e, for atoms 1 through 6: C -0.034; C -0.653; O 0.091; O -0.054; O 0.071; F 0.119



The structure with the greatest stability is run one.



Run one
Molecular formula: C4H4N3
Method: DFT, ωB97M-V/def2-TZVPD

```
! wB97M-V def2-TZVPD RIJCOSX def2/J DEFGRID3
* xyz 1 1
C -2.181 0.275 -1.438
C 0.872 -0.396 1.292
C 1.500 0.265 0.248
C -0.445 -0.610 0.887
N -3.087 0.497 -2.061
N 0.597 0.431 -0.727
N -0.536 -0.136 -0.337
H 1.303 -0.693 2.227
H 2.512 0.611 0.155
H -1.257 -1.088 1.398
H 0.722 0.844 -1.646
*
```

The LUMO energy comes out at -8.01 eV. For the HOMO energy, the calculation gives -15.97 eV. The gap between HOMO and LUMO comes out at 7.96 eV.

Results of the Löwdin charge analysis, in e, for atoms 1 through 6: C 0.066; C 0.020; C 0.008; C -0.020; N 0.169; N 0.076



Run two
Molecular formula: C4H4N3
Method: DFT, ωB97M-V/def2-TZVPD

```
! wB97M-V def2-TZVPD RIJCOSX def2/J DEFGRID3
* xyz 1 1
C -1.718 0.562 0.734
C 0.299 -1.527 0.176
C 0.039 0.956 -0.346
C 0.915 -0.123 -0.119
N -0.834 -1.684 0.735
N -1.501 -0.599 0.901
N -0.368 1.943 -0.801
H 0.929 -2.338 -0.186
H 1.646 0.294 0.758
H 1.533 -0.322 -1.062
H -0.941 2.838 -0.791
*
```

The LUMO energy comes out at -5.38 eV. For the HOMO energy, the calculation gives -15.53 eV. The gap between HOMO and LUMO comes out at 10.15 eV.

Results of the Löwdin charge analysis, in e, for atoms 1 through 6: C 0.132; C -0.037; C -0.168; C -0.069; N 0.084; N -0.019



The structure with the greatest stability is run one.



Run one
Molecular formula: C2H4BrNO
Method: DFT, ωB97M-V/def2-TZVPD

```
! wB97M-V def2-TZVPD RIJCOSX def2/J DEFGRID3
* xyz 0 1
C -0.470 -0.685 0.499
C 0.599 0.665 -1.000
N -0.391 0.164 1.424
O 0.136 -0.674 -0.652
Br -1.501 -2.286 0.545
H 1.372 0.803 -0.252
H -0.090 1.491 -0.859
H 1.023 0.618 -1.995
H -0.679 -0.095 2.290
*
```

The LUMO energy comes out at 0.85 eV. For the HOMO energy, the calculation gives -10.19 eV. The gap between HOMO and LUMO comes out at 11.04 eV. The structure (SMILES) is [H]/N=C(\Br)OC.

Results of the Löwdin charge analysis, in e, for atoms 1 through 6: C -0.952; C -0.037; N 0.130; O -0.161; Br 0.742; H 0.083



Run two
Molecular formula: C2H4BrNO
Method: DFT, ωB97M-V/def2-TZVPD

```
! wB97M-V def2-TZVPD RIJCOSX def2/J DEFGRID3
* xyz 0 1
C 0.190 1.093 -0.086
C 0.304 -1.296 -0.014
N -0.709 1.712 0.445
O -0.860 -1.645 0.545
Br 1.836 1.662 -0.926
H 1.149 -1.445 0.632
H 0.426 -1.372 -1.083
H -0.726 2.725 0.519
H -1.610 -1.436 -0.031
*
```

The LUMO energy (spin up / spin down) comes out at 0.21 / 0.22 eV. For the HOMO energy (spin up / spin down), the calculation gives -7.97 / -7.97 eV. The gap between HOMO and LUMO (spin up / spin down) comes out at 8.18 / 8.19 eV.

Results of the Löwdin charge analysis, in e, for atoms 1 through 6: C -0.748; C -0.069; N 0.016; O -0.031; Br 0.514; H 0.080



The structure with the greatest stability is run one.



Run one
Molecular formula: C4H7ClN2
Method: DFT, ωB97M-V/def2-TZVPD

```
! wB97M-V def2-TZVPD RIJCOSX def2/J DEFGRID3
* xyz 0 1
C 1.322 1.560 0.133
C 0.409 2.046 1.164
C 0.217 -0.398 0.208
C -0.576 -1.019 -0.849
N 1.313 0.374 -0.310
N -0.689 0.158 1.199
Cl -0.632 3.426 1.066
H 2.043 2.222 -0.318
H 0.712 1.924 2.155
H 0.684 -1.247 0.686
H -1.214 -0.160 -1.204
H -1.029 -1.845 -0.512
H 0.032 -1.287 -1.799
H -1.481 0.362 0.741
*
```

The LUMO energy (spin up / spin down) comes out at -0.12 / -0.12 eV. For the HOMO energy (spin up / spin down), the calculation gives -9.44 / -9.43 eV. The gap between HOMO and LUMO (spin up / spin down) comes out at 9.32 / 9.31 eV.

Results of the Löwdin charge analysis, in e, for atoms 1 through 6: C -0.216; C -0.510; C -0.580; C -0.071; N 0.107; N 0.128



Run two
Molecular formula: C4H7ClN2
Method: DFT, ωB97M-V/def2-TZVPD

```
! wB97M-V def2-TZVPD RIJCOSX def2/J DEFGRID3
* xyz 0 1
C -0.095 1.345 -0.143
C -0.981 0.207 -0.251
C 1.680 -0.084 -0.718
C -1.488 -0.475 0.869
N 1.131 1.300 -0.429
N 0.833 -1.049 -0.810
Cl 2.917 -0.334 0.876
H -0.527 2.350 0.027
H -1.607 0.284 -1.270
H 2.364 0.102 -1.623
H -1.885 -1.427 0.630
H -2.261 0.059 1.387
H -0.682 -0.530 1.585
H 0.601 -1.747 -0.131
*
```

The LUMO energy (spin up / spin down) comes out at -0.84 / -0.84 eV. For the HOMO energy (spin up / spin down), the calculation gives -9.23 / -9.23 eV. The gap between HOMO and LUMO (spin up / spin down) comes out at 8.39 / 8.40 eV.

Results of the Löwdin charge analysis, in e, for atoms 1 through 6: C -0.213; C -0.112; C -0.715; C -0.109; N 0.033; N 0.059



The structure with the greatest stability is run one.